Entry 1:
{"formula": "C33H35N2O2Sb2SeTi", "method": "ωB97M-V/def2-TZVPD", "charge": 3, "spin_multiplicity": 1, "orbital_gap_ha": 0.202, "symbols": ["Ti", "C", "C", "C", "Sb", "C", "C", "C", "C", "C", "C", "C", "C", "C", "C", "C", "C", "Sb", "C", "C", "C", "C", "C", "C", "C", "C", "C", "C", "C", "C", "H", "H", "H", "H", "H", "H", "H", "H", "H", "H", "H", "H", "H", "H", "H", "H", "H", "H", "H", "H", "H", "H", "H", "H", "H", "H", "O", "C", "O", "C", "N", "C", "C", "C", "H", "H", "H", "H", "H", "H", "H", "H", "H", "Se", "C", "N"], "coordinates": [[-0.949, 0.688, 0.664], [0.694, 0.540, -1.084], [0.472, -0.740, -1.902], [1.040, -1.959, -1.165], [-0.064, -2.508, 0.613], [0.520, -0.681, 1.859], [1.893, -0.336, 1.856], [2.452, 0.399, 2.880], [1.656, 0.858, 3.936], [0.309, 0.543, 3.973], [-0.243, -0.244, 2.961], [1.400, -3.671, 1.594], [2.401, -4.307, 0.867], [3.327, -5.101, 1.532], [3.252, -5.253, 2.908], [2.248, -4.620, 3.632], [1.315, -3.833, 2.976], [-0.423, 2.350, -1.851], [0.702, 3.754, -0.710], [0.526, 5.103, -1.020], [1.178, 6.083, -0.281], [1.994, 5.726, 0.783], [2.170, 4.384, 1.104], [1.529, 3.409, 0.355], [0.782, 2.300, -3.593], [2.146, 2.558, -3.506], [2.910, 2.545, -4.663], [2.311, 2.281, -5.890], [0.949, 2.033, -5.970], [0.174, 2.040, -4.817], [1.704, 0.923, -1.255], [0.874, 0.216, -0.037], [0.975, -0.609, -2.863], [-0.581, -0.903, -2.136], [2.091, -1.817, -0.906], [0.990, -2.844, -1.803], [2.532, -0.681, 1.050], [3.513, 0.615, 2.871], [2.100, 1.443, 4.731], [-0.308, 0.868, 4.800], [-1.267, -0.577, 3.085], [2.472, -4.201, -0.209], [4.104, -5.603, 0.972], [3.975, -5.873, 3.420], [2.189, -4.749, 4.704], [0.528, -3.354, 3.549], [-0.104, 5.404, -1.850], [1.054, 7.125, -0.543], [2.505, 6.488, 1.356], [2.824, 4.106, 1.921], [1.720, 2.367, 0.606], [2.615, 2.800, -2.558], [3.970, 2.755, -4.610], [2.912, 2.281, -6.790], [0.487, 1.841, -6.929], [-0.892, 1.857, -4.886], [-2.242, -0.077, -0.744], [-3.037, -0.487, 0.149], [-2.675, -0.324, 1.348], [-4.340, -1.136, -0.228], [-5.075, -1.582, 1.022], [-5.142, -3.105, 0.983], [-5.187, -3.390, -0.504], [-4.161, -2.413, -1.080], [-4.949, -0.390, -0.740], [-6.021, -1.197, 1.022], [-4.605, -1.235, 1.863], [-6.002, -3.433, 1.561], [-4.225, -3.466, 1.447], [-6.184, -3.198, -0.903], [-4.938, -4.427, -0.718], [-4.316, -2.195, -2.133], [-3.149, -2.802, -0.955], [-2.204, 4.960, 1.992], [-1.775, 3.409, 1.597], [-1.425, 2.266, 1.291]], "forces_ev_per_angstrom": [[0.2, -0.7, -0.6], [0.1, -0.2, 0.2], [0.0, 0.0, 0.0], [0.0, 0.0, 0.0], [0.1, 0.0, 0.1], [-0.1, 0.2, 0.0], [0.0, 0.0, 0.0], [0.0, 0.0, 0.0], [0.0, 0.0, -0.1], [0.1, 0.0, 0.0], [-0.2, -0.1, 0.2], [0.0, 0.0, 0.0], [0.0, 0.0, 0.0], [0.0, 0.0, 0.0], [0.0, 0.0, 0.0], [0.0, 0.0, 0.0], [0.0, 0.0, 0.0], [0.2, 0.4, -0.1], [-0.1, 0.0, -0.1], [0.0, 0.0, 0.0], [0.0, 0.0, 0.0], [0.0, -0.1, 0.1], [0.0, 0.2, 0.0], [0.1, -0.2, 0.1], [-0.2, -0.1, 0.0], [0.0, 0.0, 0.0], [0.0, 0.0, 0.0], [0.0, 0.0, 0.0], [0.0, 0.0, 0.0], [0.0, 0.0, 0.0], [-0.1, 0.2, -0.1], [0.0, 0.2, 0.0], [0.0, 0.0, 0.0], [0.0, 0.0, 0.0], [0.0, 0.0, 0.0], [0.0, 0.0, 0.0], [0.0, 0.0, 0.0], [0.0, 0.0, 0.0], [0.0, 0.0, 0.0], [0.0, 0.0, 0.0], [0.0, 0.0, 0.0], [0.0, 0.0, 0.0], [0.0, 0.0, 0.0], [0.0, 0.0, 0.0], [0.0, 0.0, 0.0], [0.0, 0.0, 0.0], [0.0, 0.0, 0.0], [0.0, 0.0, 0.0], [0.0, 0.0, 0.0], [0.0, 0.0, 0.0], [0.0, 0.0, 0.0], [0.0, 0.0, 0.0], [0.0, 0.0, 0.0], [0.0, 0.0, 0.0], [0.0, 0.0, 0.0], [0.0, 0.0, 0.0], [-0.1, 0.0, 0.1], [0.0, 0.1, -0.1], [-0.1, 0.0, 0.1], [0.0, 0.0, 0.1], [0.0, 0.0, -0.1], [0.0, 0.1, 0.0], [0.0, 0.0, 0.0], [0.0, 0.0, 0.0], [0.0, 0.0, 0.0], [0.0, 0.0, 0.0], [0.0, 0.0, 0.0], [0.0, 0.0, 0.0], [0.0, 0.0, 0.0], [0.0, 0.0, 0.0], [0.0, 0.0, 0.0], [0.0, 0.0, 0.0], [0.0, 0.0, 0.0], [0.0, 0.2, 0.0], [0.2, -0.1, 0.0], [0.0, 0.2, 0.1]], "mulliken_charge": [-0.696, 0.967, -0.742, -1.581, 1.299, -0.806, 0.265, -0.726, -0.601, -0.769, -0.066, 0.481, -0.355, -0.630, -0.481, -0.696, -0.469, 1.445, 0.281, -0.821, -0.738, -0.591, -0.759, 0.488, 0.307, -0.097, -0.763, -0.483, -0.606, -0.607, 1.204, -1.580, 0.553, 0.288, 0.557, 0.695, 0.367, 0.538, 0.500, 0.542, 0.491, 0.366, 0.414, 0.419, 0.420, 0.369, 0.434, 0.456, 0.458, 0.458, -0.108, 0.388, 0.423, 0.424, 0.423, 0.424, -0.282, 1.005, -0.511, -0.051, -0.060, -0.502, -0.750, -0.416, 0.424, 0.432, 0.289, 0.424, 0.236, 0.323, 0.395, 0.439, 0.169, 0.167, 0.567, -0.669]}

Entry 2:
{"formula": "C33H35N8O4Rh", "method": "ωB97M-V/def2-TZVPD", "charge": 2, "spin_multiplicity": 5, "orbital_gap_ha": [0.294, 0.244], "symbols": ["Rh", "C", "C", "C", "C", "C", "N", "C", "C", "C", "C", "C", "C", "C", "N", "C", "C", "C", "N", "C", "C", "N", "C", "C", "C", "N", "H", "H", "H", "H", "H", "H", "H", "H", "H", "H", "H", "H", "H", "H", "H", "H", "H", "H", "C", "C", "N", "C", "C", "N", "C", "C", "H", "H", "H", "H", "H", "H", "H", "H", "H", "H", "H", "H", "H", "O", "C", "O", "C", "C", "C", "C", "C", "C", "N", "O", "O", "H", "H", "H", "H"], "coordinates": [[-0.953, 0.781, -0.222], [2.280, 6.167, 3.410], [1.989, 4.902, 2.667], [2.961, 4.281, 1.877], [2.673, 3.150, 1.156], [1.382, 2.557, 1.181], [1.065, 1.498, 0.424], [2.085, 0.682, -0.087], [3.000, 0.073, 0.769], [3.934, -0.828, 0.290], [3.989, -1.157, -1.062], [4.976, -2.160, -1.584], [3.075, -0.546, -1.919], [2.139, 0.356, -1.448], [1.297, 1.015, -2.393], [1.679, 1.498, -3.594], [0.574, 2.049, -4.198], [-0.460, 1.848, -3.281], [-0.019, 1.224, -2.193], [0.405, 3.185, 2.014], [0.713, 4.326, 2.716], [-0.875, 2.603, 2.247], [-1.487, 2.549, 3.448], [-2.773, 2.108, 3.252], [-2.866, 1.921, 1.875], [-1.721, 2.218, 1.259], [3.343, 6.266, 3.621], [1.731, 6.213, 4.349], [1.979, 7.030, 2.811], [3.952, 4.713, 1.816], [3.426, 2.712, 0.516], [2.948, 0.300, 1.828], [4.628, -1.289, 0.981], [5.836, -2.245, -0.922], [5.332, -1.883, -2.576], [4.512, -3.146, -1.660], [3.091, -0.791, -2.975], [2.705, 1.430, -3.915], [0.526, 2.534, -5.156], [-1.494, 2.148, -3.349], [-0.053, 4.794, 3.323], [-0.961, 2.821, 4.347], [-3.528, 1.948, 4.001], [-3.709, 1.587, 1.294], [-4.500, -2.292, -0.836], [-3.485, -1.318, -0.203], [-3.011, -0.349, -1.202], [-2.531, -1.078, -2.392], [-3.706, -1.780, -3.103], [-4.886, -1.726, -2.174], [-5.348, -0.306, -2.019], [-4.120, 0.531, -1.593], [-5.407, -2.401, -0.244], [-4.078, -3.278, -1.018], [-2.632, -1.863, 0.194], [-3.936, -0.768, 0.622], [-1.772, -1.785, -2.066], [-2.050, -0.372, -3.067], [-3.500, -2.827, -3.314], [-4.004, -1.288, -4.028], [-5.645, -2.282, -2.564], [-6.139, -0.304, -1.271], [-5.766, 0.015, -2.971], [-4.387, 1.176, -0.758], [-3.783, 1.168, -2.410], [-0.730, -0.711, 1.484], [-0.168, -1.547, 0.722], [-0.201, -1.376, -0.532], [0.569, -2.709, 1.282], [0.502, -3.017, 2.637], [1.224, -4.087, 3.145], [2.031, -4.843, 2.305], [2.089, -4.506, 0.965], [1.369, -3.459, 0.430], [2.968, -5.282, 0.065], [3.023, -4.927, -1.098], [3.579, -6.208, 0.540], [-0.115, -2.408, 3.284], [1.166, -4.333, 4.196], [2.611, -5.677, 2.673], [1.439, -3.222, -0.621]], "forces_ev_per_angstrom": [[0.0, 0.0, 0.0], [0.0, 0.0, 0.0], [0.0, 0.0, 0.0], [0.0, 0.0, 0.0], [0.0, 0.0, 0.0], [-0.1, 0.0, 0.0], [0.0, 0.0, 0.0], [0.0, 0.0, 0.0], [0.0, 0.0, 0.0], [0.0, 0.0, 0.0], [0.0, 0.0, 0.0], [0.0, 0.0, 0.0], [0.0, 0.0, 0.0], [0.0, 0.0, 0.0], [0.0, 0.0, 0.0], [0.0, 0.0, 0.0], [0.0, 0.0, 0.0], [0.0, 0.1, 0.0], [0.0, -0.1, 0.0], [0.0, 0.0, 0.0], [0.0, 0.0, 0.0], [0.0, 0.1, 0.0], [0.0, 0.0, 0.0], [0.0, 0.0, 0.0], [0.0, 0.0, 0.0], [0.0, -0.1, 0.0], [0.0, 0.0, 0.0], [0.0, 0.0, 0.0], [0.0, 0.0, 0.0], [0.0, 0.0, 0.0], [0.0, 0.0, 0.0], [0.0, 0.0, 0.0], [0.0, 0.0, 0.0], [0.0, 0.0, 0.0], [0.0, 0.0, 0.0], [0.0, 0.0, 0.0], [0.0, 0.0, 0.0], [0.0, 0.0, 0.0], [0.0, 0.0, 0.0], [0.0, 0.0, 0.0], [0.0, 0.0, 0.0], [0.0, 0.0, 0.0], [0.0, 0.0, 0.0], [0.0, 0.0, 0.0], [0.0, 0.0, 0.0], [0.0, 0.0, 0.0], [0.0, 0.1, 0.0], [0.0, 0.0, 0.0], [0.0, 0.0, 0.0], [0.0, 0.0, 0.0], [0.0, 0.0, 0.0], [0.0, 0.0, 0.0], [0.0, 0.0, 0.0], [0.0, 0.0, 0.0], [0.0, 0.0, 0.0], [0.0, 0.0, 0.0], [0.0, 0.0, 0.0], [0.0, 0.0, 0.0], [0.0, 0.0, 0.0], [0.0, 0.0, 0.0], [0.0, 0.0, 0.0], [0.0, 0.0, 0.0], [0.0, 0.0, 0.0], [0.0, 0.0, 0.0], [0.0, 0.0, 0.0], [0.0, 0.0, 0.0], [0.1, 0.0, 0.0], [0.0, 0.0, 0.0], [0.0, 0.0, 0.0], [0.0, 0.0, 0.0], [0.0, 0.0, 0.0], [0.0, 0.0, 0.0], [0.0, 0.0, 0.0], [0.0, 0.0, 0.0], [0.0, 0.0, 0.0], [0.0, 0.0, 0.0], [0.0, 0.0, 0.0], [0.0, 0.0, 0.0], [0.0, 0.0, 0.0], [0.0, 0.0, 0.0], [0.0, 0.0, 0.0]], "lowdin_spin": [2.449, 0.026, 0.144, -0.014, 0.120, 0.042, 0.460, 0.029, 0.044, -0.006, 0.035, 0.006, -0.001, 0.034, 0.006, 0.007, 0.003, 0.015, 0.080, 0.103, -0.005, 0.013, 0.026, 0.008, 0.031, 0.059, 0.002, 0.003, 0.011, -0.003, 0.004, 0.000, -0.001, 0.000, 0.001, 0.003, 0.000, 0.001, 0.001, 0.001, -0.003, 0.001, 0.000, 0.001, 0.001, 0.001, 0.043, 0.001, 0.001, 0.000, 0.002, 0.002, 0.000, 0.000, 0.000, 0.000, 0.000, 0.000, 0.000, 0.000, 0.000, 0.000, 0.000, 0.000, 0.000, 0.106, 0.011, 0.087, 0.003, 0.001, 0.000, 0.000, 0.000, 0.001, 0.000, 0.000, 0.000, 0.001, 0.000, 0.000, 0.001]}

Entry 3:
{"formula": "C33H36As3F6O2Pd", "method": "ωB97M-V/def2-TZVPD", "charge": 1, "spin_multiplicity": 1, "orbital_gap_ha": 0.310, "symbols": ["Pd", "C", "C", "As", "C", "C", "C", "C", "C", "C", "C", "C", "C", "C", "C", "C", "As", "C", "C", "C", "C", "C", "C", "C", "C", "C", "C", "C", "C", "H", "H", "H", "H", "H", "H", "H", "H", "H", "H", "H", "H", "H", "H", "H", "H", "H", "H", "H", "H", "H", "H", "H", "H", "C", "C", "O", "C", "F", "F", "F", "C", "F", "F", "F", "H", "H", "H", "C", "As", "C", "C", "O", "H", "H", "H", "H", "H", "H", "H", "H", "H"], "coordinates": [[-0.011, 0.355, -0.333], [-0.226, -2.644, 1.643], [-1.371, -1.766, 2.137], [-0.902, 0.122, 1.853], [-2.241, 0.987, 2.934], [-1.892, 1.968, 3.853], [-2.878, 2.554, 4.633], [-4.202, 2.162, 4.496], [-4.548, 1.179, 3.579], [-3.567, 0.590, 2.796], [0.675, 0.225, 2.968], [1.873, 0.706, 2.454], [3.010, 0.740, 3.252], [2.949, 0.293, 4.562], [1.749, -0.177, 5.084], [0.613, -0.206, 4.292], [0.460, -1.937, -0.049], [2.262, -2.528, -0.252], [3.262, -1.562, -0.327], [4.588, -1.959, -0.425], [4.910, -3.308, -0.445], [3.912, -4.271, -0.365], [2.584, -3.883, -0.266], [-0.588, -2.788, -1.423], [-1.972, -2.626, -1.396], [-2.753, -3.124, -2.428], [-2.155, -3.772, -3.501], [-0.777, -3.926, -3.538], [0.008, -3.434, -2.502], [-0.524, -3.675, 1.459], [0.598, -2.635, 2.355], [-1.539, -1.887, 3.206], [-2.307, -1.988, 1.628], [-0.863, 2.281, 3.960], [-2.611, 3.321, 5.347], [-4.968, 2.625, 5.104], [-5.580, 0.875, 3.470], [-3.846, -0.163, 2.070], [1.919, 1.064, 1.432], [3.940, 1.121, 2.850], [3.834, 0.319, 5.184], [1.698, -0.515, 6.111], [-0.324, -0.552, 4.713], [2.996, -0.513, -0.338], [5.370, -1.214, -0.486], [5.946, -3.614, -0.521], [4.167, -5.322, -0.375], [1.807, -4.636, -0.196], [-2.449, -2.087, -0.588], [-3.827, -2.994, -2.401], [-2.766, -4.155, -4.308], [-0.309, -4.434, -4.371], [1.083, -3.563, -2.535], [0.394, 4.267, -0.974], [-0.878, 3.419, -0.820], [-0.683, 2.102, -1.134], [-1.378, 3.593, 0.623], [-2.434, 2.820, 0.896], [-1.705, 4.850, 0.931], [-0.378, 3.231, 1.465], [-1.951, 3.946, -1.802], [-2.169, 5.260, -1.686], [-3.126, 3.321, -1.670], [-1.539, 3.731, -3.074], [1.208, 3.740, -0.481], [0.287, 5.261, -0.543], [0.636, 4.373, -2.029], [1.719, -0.559, -4.585], [0.799, 0.693, -3.470], [1.263, 2.440, -4.068], [-1.077, 0.417, -3.693], [1.332, 0.475, -1.884], [1.431, -0.397, -5.623], [1.452, -1.569, -4.279], [2.791, -0.414, -4.469], [1.034, 2.545, -5.128], [2.326, 2.595, -3.897], [0.683, 3.152, -3.489], [-1.318, 0.366, -4.754], [-1.593, 1.239, -3.207], [-1.343, -0.525, -3.213]], "forces_ev_per_angstrom": [[-0.1, 0.3, 0.1], [-0.1, 0.1, -0.1], [0.2, 0.0, 0.0], [0.1, -0.2, 0.4], [-0.1, -0.1, -0.1], [0.0, 0.0, 0.0], [0.0, 0.0, 0.0], [0.0, 0.0, 0.0], [0.0, 0.0, 0.0], [0.0, 0.0, 0.0], [0.0, 0.0, 0.1], [0.0, 0.0, 0.0], [0.0, 0.0, 0.0], [0.0, 0.0, 0.0], [0.0, 0.0, 0.0], [0.0, 0.0, 0.0], [0.0, 0.3, -0.1], [0.1, 0.0, 0.1], [0.0, -0.1, -0.1], [0.0, 0.0, 0.0], [0.0, 0.0, 0.0], [0.0, 0.0, 0.0], [0.0, 0.0, 0.0], [0.0, 0.0, -0.1], [0.0, 0.0, -0.1], [0.0, 0.0, 0.0], [0.0, 0.0, 0.0], [0.0, 0.0, 0.0], [0.0, 0.0, 0.0], [-0.1, 0.0, 0.1], [0.1, 0.0, 0.0], [0.0, -0.1, 0.0], [0.0, 0.0, 0.0], [0.0, 0.0, 0.0], [0.0, 0.0, 0.0], [0.0, 0.0, 0.0], [0.0, 0.0, 0.0], [0.0, 0.0, 0.0], [0.0, 0.0, 0.0], [0.0, 0.0, 0.0], [0.0, 0.0, 0.0], [0.0, 0.0, 0.0], [0.0, 0.0, 0.0], [0.0, 0.0, 0.0], [0.0, 0.0, 0.0], [0.0, 0.0, 0.0], [0.0, 0.0, 0.0], [0.0, 0.0, 0.0], [0.0, 0.0, 0.0], [0.0, 0.0, 0.0], [0.0, 0.0, 0.0], [0.0, 0.0, 0.0], [0.0, 0.0, 0.0], [-0.1, 0.0, 0.0], [0.2, 0.0, 0.0], [-0.2, 0.1, 0.0], [0.0, 0.0, -0.1], [0.0, 0.1, -0.1], [0.0, 0.0, 0.0], [-0.1, -0.1, 0.2], [0.0, 0.0, 0.0], [0.0, 0.0, 0.0], [0.0, 0.0, 0.0], [0.0, 0.0, 0.0], [0.0, 0.0, 0.0], [0.0, 0.0, 0.0], [0.0, 0.1, 0.1], [0.0, 0.0, 0.0], [-0.1, 0.2, 0.2], [0.0, 0.1, -0.1], [0.0, -0.1, 0.0], [0.0, -0.5, -0.3], [0.0, 0.0, 0.0], [0.0, 0.0, 0.0], [0.0, 0.0, 0.0], [0.0, 0.0, 0.0], [0.0, 0.0, 0.0], [0.0, -0.1, -0.1], [0.0, 0.0, 0.0], [0.0, 0.0, 0.0], [0.0, -0.1, 0.0]], "mulliken_charge": [1.305, -1.277, -1.212, 0.954, 0.319, -0.253, -0.824, -0.557, -0.736, -0.450, 0.643, -0.482, -0.853, -0.513, -0.802, -0.328, 1.371, 0.103, -0.411, -0.938, -0.545, -0.699, -0.233, 0.566, -0.543, -0.703, -0.546, -0.654, -0.733, 0.648, 0.459, 0.635, 0.735, 0.486, 0.421, 0.402, 0.433, 0.309, 0.497, 0.471, 0.412, 0.444, 0.380, 0.351, 0.444, 0.409, 0.429, 0.431, 0.143, 0.438, 0.412, 0.436, 0.482, -1.947, 1.364, -0.231, 0.099, -0.199, -0.298, -0.316, 0.338, -0.292, -0.238, -0.243, 0.338, 0.453, 0.419, -0.977, 0.837, -0.853, -0.244, -0.678, 0.416, 0.162, 0.392, 0.436, 0.354, -0.057, 0.483, -0.043, -0.152]}

Number 1: energy -5268.90267 Eh. Number 2: energy -2127.44702 Eh. Number 3: energy -8863.81371 Eh.